This record from the Open Molecules 2025 dataset describes a single C5H5N molecule. The level of theory is ωB97M-V/def2-TZVPD.

Structure (XYZ):
```
11
Properties=species:S:1:pos:R:3:lowdin_charge:R:1
C 0.64 0.83 2.06 -0.121
N -0.59 -1.93 -0.87 0.097
C 0.15 -0.26 1.21 -0.106
H 0.51 1.66 1.33 0.086
C -0.90 -1.30 -1.87 -0.214
H 0.09 1.11 2.91 0.051
H -0.83 -0.82 -3.98 0.044
H 1.70 0.87 2.42 0.091
C -1.36 -0.95 -3.06 0.025
H -2.37 -0.56 -3.14 0.057
C -0.03 -1.06 0.28 -0.010
```

* Kohn-Sham gap: 10.17 eV
* ΔE to the lowest compared entry with this formula, charge and spin: 421.5 kJ/mol


This record from the Open Molecules 2025 dataset describes a 5-piece molecular cluster, CH10O6 overall. The level of theory is ωB97M-V/def2-TZVPD.

Structure (XYZ):
```
17
Properties=species:S:1:pos:R:3:lowdin_charge:R:1
H -0.43 -0.63 1.11 0.043
H 0.14 0.18 -1.73 0.066
O 1.99 0.59 2.06 -0.058
H -1.35 -1.86 -2.66 0.064
O -2.80 -1.77 0.89 -0.058
O 0.05 -1.45 0.96 -0.064
O 0.71 0.60 -1.07 0.066
H 0.94 -1.14 0.76 0.029
H 1.68 1.26 2.67 0.044
H -1.94 -2.19 0.93 -0.001
O 1.01 2.60 -0.19 0.062
C 0.40 1.89 -0.93 -0.385
H -0.44 2.30 -1.50 0.146
O -0.81 -1.35 -2.05 -0.045
H -3.45 -2.26 1.40 0.038
H -0.92 -1.82 -1.21 0.034
H 2.11 1.10 1.24 0.018
```

* Kohn-Sham gap: 11.31 eV
* ΔE to the lowest compared entry with this formula, charge and spin: 56.6 kJ/mol


This record from the Open Molecules 2025 dataset describes a single C5H9NO molecule. The level of theory is ωB97M-V/def2-TZVPD.

Structure (XYZ):
```
16
Properties=species:S:1:pos:R:3:lowdin_charge:R:1
H 2.09 0.58 0.34 0.099
H -1.20 -1.66 -0.26 0.072
H -1.86 0.34 0.52 0.067
N -0.38 -1.98 0.26 -0.006
H -1.93 1.78 -0.50 0.081
H 1.65 -1.77 0.42 0.087
H -0.60 -2.03 1.24 0.079
C 0.80 -1.29 -0.05 -0.217
C -1.32 1.25 0.23 -0.068
H 0.83 0.48 1.68 0.097
C 0.38 1.33 -1.56 -0.138
C 0.06 0.95 -0.29 -0.369
C 1.06 0.38 0.62 -0.066
H -1.26 1.87 1.13 0.077
O 0.74 0.98 -2.64 0.101
H 0.95 -1.21 -1.13 0.103
```

* Kohn-Sham gap: 8.04 eV
* ΔE to the lowest compared entry with this formula, charge and spin: 329.1 kJ/mol


This record from the Open Molecules 2025 dataset describes C31H40ClN3OP2S4SbTc as an isolated structure. The level of theory is ωB97M-V/def2-TZVPD.

Structure (XYZ):
```
84
Properties=species:S:1:pos:R:3:lowdin_charge:R:1
C 1.14 -4.55 -3.18 -0.056
H -2.70 -2.98 -2.68 0.142
H 3.93 -2.71 0.23 0.098
P 2.11 -0.77 1.43 0.953
C 1.53 -2.09 -1.93 -0.346
C 2.65 0.50 -2.48 -0.390
Tc -0.05 0.10 0.15 0.585
S 1.03 1.95 0.64 0.236
H 5.11 -4.64 1.12 0.126
C 3.94 1.06 4.56 -0.012
H 4.47 -0.31 3.01 0.115
C -1.63 -2.55 3.36 -0.118
C -2.39 -0.53 2.37 -0.195
H 1.20 -1.24 -3.89 0.116
H 1.07 -5.50 -3.68 0.126
O -1.01 -0.77 1.87 -0.403
H 0.83 2.27 5.13 0.124
C 1.63 1.74 4.64 -0.031
C 2.78 -2.35 2.03 -0.341
C 1.56 -3.27 -1.19 -0.113
H 0.36 0.95 3.13 0.068
H 1.66 2.41 -2.29 0.027
Sb -1.97 3.66 -0.84 0.831
H -3.05 -5.29 -2.85 0.192
C 4.23 1.77 -4.38 -0.008
C -1.84 -2.96 -0.66 -0.200
C 1.40 -4.50 -1.81 -0.065
C 3.21 2.47 -3.74 -0.027
S -2.70 3.34 1.41 0.122
C 4.39 -4.13 1.74 -0.030
H 3.04 3.50 -3.98 0.126
C 2.59 -2.78 3.35 -0.086
C -2.50 -1.33 3.65 -0.115
C 2.92 1.78 5.16 -0.007
H 5.28 -0.09 -4.55 0.130
H -3.08 -0.87 1.59 0.110
H 4.93 1.07 4.98 0.133
C 4.48 0.45 -4.06 -0.021
C 3.69 -0.19 -3.12 -0.098
H -2.16 -3.29 2.77 0.120
H 0.82 -3.40 -4.97 0.128
H -3.54 -1.59 3.86 0.146
C 3.26 -3.88 3.84 -0.026
P 1.88 -0.47 -1.18 0.807
H 3.12 -4.18 4.87 0.128
H 4.70 -5.41 3.43 0.132
H 0.28 -1.54 3.25 0.082
C 3.71 -3.04 1.24 -0.101
C 1.23 -2.15 -3.29 -0.083
C 3.68 0.30 3.43 -0.068
H 4.75 0.26 0.98 0.078
H -2.44 -1.01 -0.73 0.059
H 4.99 -0.12 -0.73 0.097
H -0.05 -2.61 1.84 0.105
H 1.51 -5.41 -1.24 0.124
S -2.42 1.60 0.27 -0.046
H -1.29 -3.03 4.27 0.143
S 0.41 3.70 0.01 0.145
H 3.12 2.36 6.05 0.133
H 4.08 1.33 -0.26 0.091
H -0.89 -3.50 -0.66 0.096
H 4.84 2.27 -5.12 0.132
C -2.79 -3.52 -1.73 -0.095
H -2.49 0.54 2.54 0.067
H -1.50 -5.11 -2.27 0.152
N -1.57 -1.53 -0.85 -0.065
C 4.29 0.30 0.00 -0.060
C 4.16 -4.56 3.03 -0.012
Cl -0.47 0.90 -2.01 0.143
H -2.28 -3.09 0.34 0.117
H -3.84 -3.49 -1.42 0.147
N 3.05 -0.50 0.03 -0.468
H -2.74 -5.59 -1.26 0.189
C 2.40 0.30 2.85 -0.396
H 1.97 -2.22 4.04 0.108
C -0.48 -1.94 2.59 -0.191
C 2.42 1.84 -2.79 -0.126
N -2.50 -4.97 -2.04 0.214
C 1.01 -3.37 -3.91 -0.034
H -2.11 -0.76 4.49 0.139
H 1.76 -3.26 -0.12 0.074
C 1.37 1.00 3.49 -0.163
H 3.90 -1.23 -2.88 0.121
H -1.29 -1.36 -1.81 0.018
```

* Kohn-Sham gap (alpha / beta): 5.58 / 5.58 eV
* charge: +4
* ΔE to the lowest compared entry with this formula, charge and spin: 0.0 kJ/mol


This record from the Open Molecules 2025 dataset describes C2H5O3Rb as an isolated structure. The level of theory is ωB97M-V/def2-TZVPD.

Structure (XYZ):
```
11
Properties=species:S:1:pos:R:3:lowdin_spin:R:1
H 0.80 -3.84 1.83 0.002
H 0.94 -4.15 0.05 0.002
O 0.85 -1.89 -0.57 0.621
H 2.22 5.81 0.35 0.000
O 1.57 4.06 -0.40 0.000
Rb 0.30 1.38 -1.51 -0.001
H 3.33 4.29 0.57 0.000
C 2.38 4.72 0.21 0.000
C 1.30 -3.56 0.91 0.010
H 2.40 -3.62 1.00 0.009
O 0.95 -2.18 0.69 0.357
```

* Kohn-Sham gap (alpha / beta): 10.23 / 9.75 eV
* multiplicity: 2
* ⟨S²⟩: 0.7540
* charge: +1
* ΔE to the lowest compared entry with this formula, charge and spin: 0.0 kJ/mol


This record from the Open Molecules 2025 dataset describes C47H46N8O5S2SeSiTi as an isolated structure. The level of theory is ωB97M-V/def2-TZVPD.

Structure (XYZ):
```
111
Properties=species:S:1:pos:R:3:lowdin_spin:R:1
C 0.50 -3.26 -4.52 0.000
C 6.22 5.68 -0.73 0.000
H 0.63 -4.18 -5.08 0.000
C 0.47 -0.86 -4.39 0.000
C 5.62 7.84 0.16 0.000
H 0.81 0.54 6.13 0.002
C -3.29 2.28 1.95 0.004
C -0.09 4.71 -0.72 0.007
S 3.07 -0.43 0.25 0.000
H -5.12 -0.31 2.03 0.000
C 0.15 -0.92 -3.04 0.002
C -0.10 3.82 -1.78 -0.001
O -1.41 -4.19 -1.01 -0.001
C 0.72 -3.20 2.89 0.005
N 1.67 -0.09 0.94 0.001
H -1.60 -0.04 5.72 0.019
Se -2.85 0.13 -0.80 -0.004
H -6.02 -0.22 0.52 0.000
H -2.51 -4.38 1.29 0.000
H 4.14 2.69 0.94 0.000
H -0.09 2.40 1.75 0.002
C -0.02 1.46 -2.65 0.003
C -1.37 -0.14 4.67 0.246
H -2.18 -4.67 3.77 0.000
H 3.10 5.40 0.65 0.000
H 8.11 4.91 -0.11 0.000
H 3.13 2.92 3.22 0.002
C 0.22 -0.07 2.82 0.038
C -0.08 2.85 0.76 0.009
C -0.09 2.46 -1.51 0.009
H 2.32 -2.92 -0.86 0.000
H -4.21 3.33 -1.04 0.000
H -0.10 4.13 -2.82 0.000
C -0.01 -2.18 -2.41 0.002
H 5.99 4.83 -1.36 0.000
C 3.49 -2.09 0.73 0.000
H -2.55 1.65 2.44 0.002
H 4.71 -1.50 2.38 0.000
C 4.07 -4.70 1.43 0.000
C -4.96 2.75 -0.51 0.000
C 5.32 6.74 -0.64 0.000
N -0.10 2.00 -0.26 0.007
H 0.04 -4.30 -2.70 0.000
C -1.61 -4.06 1.79 0.002
H 2.40 2.78 0.94 0.000
C -0.61 -3.43 1.05 0.002
H 2.86 -5.26 -0.25 0.000
C -0.07 4.22 0.58 -0.001
Ti -0.12 -0.23 -0.17 0.986
C 1.02 0.42 5.08 0.070
C -5.52 0.38 1.28 0.001
C -0.81 -3.28 -0.44 0.003
C 0.64 -2.03 -5.13 0.001
N 3.37 4.51 0.27 0.000
O 3.69 7.84 -1.95 0.000
H -6.26 1.02 1.76 0.000
Si -4.12 1.39 0.51 0.000
H 0.89 -1.96 -6.19 0.000
C 2.96 -3.14 -0.02 0.000
C 7.41 5.73 -0.03 0.000
C 7.70 6.82 0.78 0.000
C 6.80 7.87 0.88 0.000
H 2.46 4.47 2.79 0.000
C 3.27 -4.44 0.33 0.000
H 4.30 -5.72 1.71 0.000
H 5.22 -3.84 3.04 0.000
C 2.30 0.57 4.58 0.027
H 3.12 0.82 5.26 0.000
C 4.30 -2.33 1.82 0.001
O 2.84 -0.46 -1.17 0.001
N 0.53 -3.02 1.58 0.003
H -2.74 -1.00 1.68 0.007
H 4.91 8.66 0.19 0.000
C -2.01 -0.69 2.41 0.158
H -0.10 5.78 -0.90 0.001
N -0.77 -0.39 1.91 0.166
H -3.34 -0.82 4.05 -0.002
C -0.05 0.09 4.21 0.021
C 1.53 0.08 2.34 0.044
N 0.04 0.20 -2.20 -0.003
H -5.63 2.31 -1.25 0.000
S 3.28 2.95 -1.86 0.000
O -0.01 1.90 -3.80 0.007
C 4.06 6.79 -1.46 0.000
H 5.46 3.81 2.90 0.000
H 7.02 8.72 1.51 0.000
H 4.82 5.38 2.43 0.000
H 3.57 0.54 2.85 0.004
C 2.57 0.40 3.23 0.059
C 0.17 -3.33 -3.17 0.000
H 8.62 6.84 1.34 0.000
C 4.61 4.49 3.03 0.000
H -5.54 3.43 0.13 0.000
H -0.06 4.87 1.44 0.000
C 3.40 4.38 -1.06 0.000
N -0.23 -2.19 -1.01 0.008
C 3.31 3.36 1.16 0.000
H 2.87 5.61 -2.60 0.000
H -2.80 3.20 1.61 0.001
C 4.59 -3.65 2.18 0.000
C 3.31 3.81 2.61 0.002
C -2.33 -0.57 3.74 0.068
H -4.05 2.55 2.69 0.000
H -0.04 -3.87 4.78 0.001
H 0.58 0.11 -4.85 0.000
H 4.58 4.80 4.07 0.000
C -0.23 -3.78 3.72 0.004
O 4.16 0.39 0.75 0.000
C -1.41 -4.22 3.15 0.005
H 1.67 -2.84 3.29 0.001
N 3.43 5.61 -1.77 0.000
```

* Kohn-Sham gap (alpha / beta): 3.71 / 5.76 eV
* multiplicity: 3
* ⟨S²⟩: 2.0243
* charge: -2
* ΔE to the lowest compared entry with this formula, charge and spin: 0.0 kJ/mol


This record from the Open Molecules 2025 dataset describes a single C20H28N4O6 molecule. The level of theory is ωB97M-V/def2-TZVPD.

Structure (XYZ):
```
58
Properties=species:S:1:pos:R:3:lowdin_charge:R:1
H -4.27 0.51 3.20 0.084
C 3.21 0.78 0.89 -0.133
H -5.25 1.94 3.54 0.074
C -6.20 0.94 1.24 -0.083
N 1.85 0.28 0.96 0.068
C 6.00 0.55 -1.79 -0.110
C 3.89 0.39 -0.42 -0.188
C -2.49 1.74 0.48 -0.118
H 3.19 -3.29 0.30 0.125
C 0.56 -2.86 -1.40 -0.176
C -0.33 -1.95 -2.11 -0.415
H 5.89 0.61 0.35 0.114
C 1.66 -0.92 1.65 -0.487
H 5.26 2.05 -0.44 0.110
H -6.96 1.40 1.86 0.073
C -0.45 0.37 0.32 -0.115
H 7.00 0.97 -1.84 0.070
C -0.73 -0.86 1.00 -0.404
N -1.50 1.05 -0.35 0.008
C -1.65 1.13 -1.69 -0.427
C 1.54 -4.60 -0.43 -0.032
H -6.13 -0.11 1.50 0.082
H 0.24 -2.25 2.16 0.175
H -4.20 0.90 -0.47 0.118
N 1.06 2.12 -0.25 0.207
C 0.43 -4.21 -1.19 0.031
H 3.94 -0.70 -0.47 0.114
C 5.31 0.96 -0.50 -0.263
H -4.94 2.68 1.16 0.135
C -0.72 0.32 -2.61 -0.044
H -3.60 -0.05 0.89 0.105
O -1.31 -2.29 -2.73 0.143
H -0.05 1.02 -3.12 0.142
H -0.38 -4.82 -1.53 0.125
H 5.45 0.91 -2.66 0.072
C -4.85 1.63 1.44 -0.436
H -3.55 2.13 3.12 0.066
H -1.38 -0.15 -3.36 0.139
H 3.75 0.33 1.73 0.130
O -2.47 1.86 -2.21 0.077
O -1.79 -1.46 1.05 0.090
O 2.58 -1.49 2.20 0.079
H 1.98 2.32 -0.60 0.095
H 1.77 -5.58 -0.07 0.106
C -4.45 1.55 2.92 -0.077
N 0.38 -1.38 1.67 0.226
H -6.52 1.02 0.20 0.075
H 0.29 2.51 -0.78 0.112
O 0.09 -0.67 -2.01 0.003
H -2.67 2.73 0.04 0.130
H -2.05 1.86 1.47 0.125
O 1.70 -2.41 -0.82 0.040
C -3.80 0.96 0.54 -0.157
C 2.28 -3.46 -0.24 -0.105
H 3.31 0.73 -1.28 0.112
H 6.08 -0.53 -1.86 0.074
C 0.81 0.91 0.32 -0.214
H 3.20 1.86 1.04 0.128
```

* Kohn-Sham gap: 8.89 eV
* ΔE to the lowest compared entry with this formula, charge and spin: 22.5 kJ/mol


This record from the Open Molecules 2025 dataset describes an isolated ion of composition C3H7N2S and charge +1. The level of theory is ωB97M-V/def2-TZVPD.

Structure (XYZ):
```
13
Properties=species:S:1:pos:R:3:lowdin_charge:R:1
H 1.85 2.90 1.65 0.153
H 1.33 0.47 -1.66 0.190
H -1.39 -1.76 0.67 0.047
S -1.49 -0.66 -1.52 0.898
H 1.61 0.99 2.01 0.098
H -0.51 -2.68 -0.73 0.041
N 1.28 1.59 0.15 0.060
H -0.89 0.96 0.25 0.103
C 0.79 0.76 -0.68 -0.092
C -1.35 -2.05 -0.38 -0.382
H -2.25 -2.72 -0.59 0.068
N -0.60 0.40 -0.53 -0.338
C 1.62 1.81 1.36 0.155
```

* Kohn-Sham gap: 8.21 eV
* charge: +1
* ΔE to the lowest compared entry with this formula, charge and spin: 269.9 kJ/mol


This record from the Open Molecules 2025 dataset describes a single C19H30N2O2 molecule. The level of theory is ωB97M-V/def2-TZVPD.

Structure (XYZ):
```
53
Properties=species:S:1:pos:R:3:lowdin_charge:R:1
C 3.51 -1.06 -0.66 -0.177
H 0.59 2.13 -2.05 0.147
C 1.30 -0.76 0.30 -0.152
H 2.86 1.06 -1.99 0.124
C 1.99 0.60 -1.51 -0.148
H -1.38 1.23 -2.02 0.134
O -0.28 3.63 0.89 -0.083
H 3.64 -2.48 1.01 0.127
H 1.27 4.80 0.42 0.114
H 0.27 4.32 -0.97 0.114
H -1.11 -4.15 -1.66 0.079
C 0.30 0.32 0.73 -0.128
H 4.80 0.36 1.29 0.099
C 0.99 1.69 -1.12 -0.293
H -3.27 -3.64 -0.51 0.127
H -0.25 -3.93 -0.13 0.069
C -3.20 1.38 -0.02 -0.028
H 4.26 -0.51 -1.23 0.123
C -4.75 -0.08 1.06 -0.084
H -5.66 -0.24 1.63 0.103
H 6.13 -2.44 1.21 0.094
H 0.77 0.96 1.48 0.126
C -3.99 -1.17 0.68 -0.020
H 1.65 -1.29 1.19 0.122
H -2.39 -3.40 1.03 0.127
C 1.68 2.82 -0.34 -0.131
H -4.95 2.06 1.02 0.101
C 5.65 -1.61 0.72 -0.124
C -2.43 0.31 -0.41 -0.143
H 3.14 -1.89 -1.29 0.129
C -1.19 -4.23 -0.58 -0.061
H 2.10 2.42 0.58 0.112
C 4.81 -0.68 1.55 -0.115
H -4.32 -2.16 0.96 0.101
H 0.82 -1.49 -0.37 0.116
N 2.44 -0.12 -0.34 -0.158
H -0.83 -0.42 -1.64 0.117
C -2.82 -0.99 -0.05 -0.226
C -4.36 1.20 0.72 -0.085
H -2.88 2.38 -0.29 0.118
C 0.72 3.97 -0.03 -0.270
H 2.50 3.21 -0.95 0.118
H -1.40 -5.26 -0.31 0.076
H -0.57 -0.15 1.18 0.125
C 4.15 -1.63 0.59 -0.296
H 1.52 -0.08 -2.25 0.126
H -0.63 2.76 0.61 0.045
C -1.16 0.54 -1.20 -0.119
H 6.23 -1.19 -0.09 0.096
C -2.31 -3.33 -0.07 -0.257
H 4.72 -0.87 2.61 0.097
O -2.00 -2.01 -0.45 -0.071
N -0.15 1.16 -0.37 -0.138
```

* Kohn-Sham gap: 8.99 eV
* ΔE to the lowest compared entry with this formula, charge and spin: 255.5 kJ/mol


This record from the Open Molecules 2025 dataset describes a single C6H9ClO molecule. The level of theory is ωB97M-V/def2-TZVPD.

Structure (XYZ):
```
17
Properties=species:S:1:pos:R:3:lowdin_charge:R:1
C 2.20 -1.00 0.09 -0.196
O 2.75 -1.21 1.13 0.059
H 2.58 -1.25 -0.90 0.105
C -0.24 -1.18 -1.18 -0.063
C 0.01 1.66 1.39 -0.156
H -1.43 2.28 -0.36 0.120
H -1.31 -0.80 -1.24 0.094
H 0.37 -1.04 -1.97 0.013
Cl 1.51 1.60 -1.03 0.639
C 0.48 -0.62 0.10 -0.307
H -0.02 -1.06 0.92 0.108
H -0.34 -2.31 -0.96 0.110
H -1.69 0.65 0.50 0.110
H 0.01 0.88 2.28 0.152
H 0.34 2.67 1.69 0.115
C -1.02 1.55 0.37 -0.138
C 0.37 0.87 0.18 -0.763
```

* Kohn-Sham gap: 10.06 eV
* ΔE to the lowest compared entry with this formula, charge and spin: 238.7 kJ/mol


This record from the Open Molecules 2025 dataset describes a single C6H9N molecule. The level of theory is ωB97M-V/def2-TZVPD.

Structure (XYZ):
```
16
Properties=species:S:1:pos:R:3:lowdin_charge:R:1
H 2.55 1.17 1.05 0.106
H -2.02 -2.47 -1.59 0.069
C -1.26 -0.47 -1.50 -0.168
N 0.40 1.51 0.99 -0.108
H 0.81 -0.57 1.41 0.105
C 0.35 1.26 -0.40 -0.147
H -1.12 -1.98 -3.03 0.072
C 1.68 1.44 1.65 -0.141
C -0.36 0.31 -0.96 -0.030
H 1.86 2.21 2.40 0.099
H -2.23 0.00 -1.68 0.104
C -1.14 -1.91 -1.93 -0.110
H -0.24 -2.39 -1.53 0.071
C 0.65 0.40 1.88 -0.139
H 0.07 0.38 2.80 0.102
H 0.92 1.97 -1.01 0.116
```

* Kohn-Sham gap: 9.44 eV
* ΔE to the lowest compared entry with this formula, charge and spin: 307.8 kJ/mol


The evaluated largest force on an atom for the records listed, in turn: 4.63, 0.71, 3.88, 1.57, 0.70, 0.86, 1.14, 5.70, 0.61, 5.39, 0.30 eV/Å.